Entry 1:
The following is a DFT calculation (the ωB97M-V functional and the def2-TZVPD basis) of a 2-piece molecular cluster, CHN3O4 overall.

energy above the lowest of the compared OMol25 structures with the same formula, charge and spin: 126.3 kJ/mol
E_LUMO: -0.183 eV
net charge: 0
gap between HOMO and LUMO: 8.8 eV
SMILES: O=C=[N+]([O-])O.N#[N+][O-]

Geometry (Å):
O -0.49 -1.94 0.15
C 0.28 -1.07 0.18
N 1.28 -0.35 -0.07
O 2.20 -1.29 -0.33
O 1.56 0.86 0.47
H 2.09 1.38 -0.12
N -1.95 0.39 0.86
N -2.35 0.83 -0.06
O -2.62 1.20 -1.08

=====

Entry 2:
The following is a DFT calculation (the ωB97M-V functional and the def2-TZVPD basis) of a 2-piece molecular cluster, CHN3O4S2 overall.

energy above the lowest of the compared OMol25 structures with the same formula, charge and spin: 0.0 kJ/mol
E_LUMO: -1.454 eV
net charge: 0
gap between HOMO and LUMO: 9.1 eV

Geometry (Å):
C 0.09 0.83 0.20
N 1.94 1.47 -0.24
N 2.25 2.24 -1.33
N 2.73 1.13 0.75
O 3.37 2.76 -1.37
O 2.16 0.46 1.59
O 1.41 2.31 -2.16
O 3.85 1.50 0.80
S -0.56 1.90 1.13
S 0.05 -0.61 -0.67
H -1.27 -0.95 -0.34

=====

Entry 3:
The following is a DFT calculation (the ωB97M-V functional and the def2-TZVPD basis) of one molecule with the formula CHN3O5.

E_LUMO (alpha / beta): -0.767 / -2.683 eV
2S+1: 3
net charge: 0
gap between HOMO and LUMO (alpha / beta): 7.7 / 8.2 eV

Geometry (Å):
C -1.59 -1.64 -0.07
N -0.82 -0.33 -0.26
N -1.60 0.89 -0.05
N -2.94 0.42 -0.17
O -1.12 -2.71 -0.10
O 0.51 -0.23 -0.42
O -2.80 -1.21 0.06
O -3.93 1.02 0.19
O -1.15 1.99 -0.20
H 0.57 -0.17 -1.38

=====

Entry 4:
The following is a DFT calculation (the ωB97M-V functional and the def2-TZVPD basis) of one molecule with the formula CHN3OS.

energy above the lowest of the compared OMol25 structures with the same formula, charge and spin: 320.7 kJ/mol
E_LUMO: -1.467 eV
net charge: 0
gap between HOMO and LUMO: 8.0 eV

Geometry (Å):
C 1.01 -0.39 -0.14
N 0.43 0.63 -0.61
N 0.22 -1.10 0.90
N -0.85 -0.58 1.10
O -1.95 1.16 -1.07
S -0.95 1.11 0.02
H 2.08 -0.83 -0.19

=====

Entry 5:
The following is a DFT calculation (the ωB97M-V functional and the def2-TZVPD basis) of a 3-piece molecular cluster, CHN5O overall.

energy above the lowest of the compared OMol25 structures with the same formula, charge and spin: 72.5 kJ/mol
E_LUMO: 0.981 eV
net charge: 0
gap between HOMO and LUMO: 12.1 eV
SMILES: N=C=O.N#N.N#N

Geometry (Å):
N 0.52 1.33 -0.92
C 0.16 0.26 -0.60
O 0.05 -0.83 -0.17
H 0.15 2.23 -1.21
N -1.92 0.53 -0.06
N -2.75 0.45 0.66
N 1.81 -1.71 1.62
N 1.97 -2.25 0.68

=====

Entry 6:
The following is a DFT calculation (the ωB97M-V functional and the def2-TZVPD basis) of a 2-piece molecular cluster, CHNO2 overall.

energy above the lowest of the compared OMol25 structures with the same formula, charge and spin: 30.7 kJ/mol
E_LUMO: -0.373 eV
net charge: 0
gap between HOMO and LUMO: 9.3 eV

Geometry (Å):
C 2.02 -0.82 -0.24
N -1.86 0.26 0.62
O 2.59 -0.03 -0.80
O -1.44 -0.58 -0.13
H -1.31 1.17 0.56

=====

Entry 7:
The following is a DFT calculation (the ωB97M-V functional and the def2-TZVPD basis) of a 2-piece molecular cluster, CHNO2PS overall.

energy above the lowest of the compared OMol25 structures with the same formula, charge and spin: 281.5 kJ/mol
E_LUMO: 3.347 eV
net charge: -1
gap between HOMO and LUMO: 8.6 eV

Geometry (Å):
C -2.40 -1.76 0.05
N -2.86 -2.69 0.48
O -1.94 0.35 -1.81
O 0.18 -0.03 0.68
P -2.07 0.01 -0.36
S -3.22 1.17 0.69
H 0.72 0.61 0.00

=====

Entry 8:
The following is a DFT calculation (the ωB97M-V functional and the def2-TZVPD basis) of a 2-piece molecular cluster, CHNO2S overall.

energy above the lowest of the compared OMol25 structures with the same formula, charge and spin: 591.3 kJ/mol
E_LUMO (alpha / beta): -4.420 / -4.405 eV
net charge: 0
gap between HOMO and LUMO (alpha / beta): 4.0 / 4.1 eV

Geometry (Å):
C -0.63 0.90 -0.37
N -1.71 0.49 -0.06
O 0.45 1.28 -0.42
O -2.37 -0.54 -0.09
S 2.09 -1.17 -0.23
H 2.18 -0.96 1.17